# 1
81
Properties=species:S:1:pos:R:3:forces:R:3:lowdin_charge:R:1 method="wB97M-V/def2-TZVPD" lumo_energy_ev=-0.087 relative_energy_kcal_mol=160.8 e_homo_ev=-9.69 max_force_ev_per_a=3.76 gap_ev=9.60 charge=0
C -0.52761 0.47624 1.06668 -0.7098 -1.0996 0.5077 -0.181
O 0.58701 1.13220 0.52078 0.0105 0.6088 0.1880 -0.111
H -0.41111 0.13640 2.09577 0.7712 -0.2737 0.1810 0.069
H -1.44720 1.04515 1.20378 0.2449 0.6897 -0.9742 0.077
H -0.70742 -0.39768 0.44056 -0.5966 -0.1134 0.1651 0.078
H 1.16514 0.41334 0.25508 0.3078 0.2346 -0.0477 0.072
C -4.00432 5.23563 2.30840 0.4252 0.1644 -0.7461 -0.167
O -3.10815 5.79420 1.38626 0.7701 0.6117 -1.3024 -0.141
H -4.85997 4.91095 1.71633 -0.1212 -0.0861 0.3020 0.078
H -3.46333 4.37359 2.69867 -0.7512 -0.0684 0.9639 0.079
H -4.28393 6.05979 2.96467 -0.3003 -0.6748 0.7826 0.079
H -2.24411 5.87295 1.79715 0.0409 0.0359 -0.0064 0.068
C -0.94518 -3.15322 6.53676 -1.5821 0.2462 -0.1958 -0.188
O -0.54577 -4.35908 7.13846 0.6632 0.3855 0.2320 -0.108
H -0.15238 -2.69331 5.94680 -0.2052 -0.0648 -0.2947 0.079
H -1.86180 -3.37921 5.99194 0.3887 -0.0829 -0.8048 0.077
H -1.35858 -2.41588 7.22490 0.5500 0.1965 0.6473 0.070
H 0.33635 -4.13001 7.44011 0.1922 -0.6796 0.4086 0.071
O 3.03811 -3.07365 0.89947 0.0345 0.3737 -0.0401 -0.055
H 3.11327 -3.60711 0.10826 -0.0221 -0.1618 -0.2120 0.029
H 3.12001 -3.69919 1.61934 -0.0154 -0.1626 0.2359 0.032
O 5.45383 0.36853 1.09231 -0.0506 0.2603 0.0159 -0.054
H 6.27903 0.04639 1.45496 0.2167 -0.0470 0.0669 0.026
H 5.00185 -0.41854 0.78822 -0.2038 -0.2616 -0.0650 0.020
O 1.02986 4.95361 2.27833 -0.2409 0.1897 -0.0005 -0.054
H 1.23698 4.17976 1.75441 0.0107 -0.2930 -0.1910 0.023
H 1.74604 5.01414 2.91050 0.1640 0.0495 0.1660 0.030
C -0.54589 6.27067 -4.97901 -0.0862 0.1195 -1.1429 -0.090
C -0.59668 5.69805 -3.58613 0.2222 0.1760 1.0743 -0.317
O 0.24467 4.54625 -3.50834 0.3425 -0.2424 -0.4912 -0.096
H 0.44776 6.42067 -5.40124 0.4173 -0.7941 0.4061 0.074
H -0.91574 7.26798 -5.21710 -0.7372 0.1193 1.0444 0.071
H -1.10927 5.61818 -5.64606 0.2061 -0.1586 -0.1352 0.073
H -1.58468 5.38101 -3.25230 -0.4283 0.2049 -0.5175 0.108
H -0.27053 6.37310 -2.79490 0.1440 0.5561 -0.2450 0.106
H 0.34388 4.31777 -2.58122 -0.0501 -0.0344 0.0361 0.074
C -1.66864 -5.91816 -0.12454 -0.4690 -0.2590 -0.5172 -0.103
C -0.90146 -6.18853 1.13022 0.4425 -0.1369 -0.1198 -0.316
O 0.39686 -6.76928 0.85838 -0.4540 0.9840 0.4392 -0.088
H -1.39267 -6.63504 -0.89785 -0.3679 -0.1231 -0.1255 0.073
H -1.47453 -4.92080 -0.51912 0.0388 -0.0530 -0.0185 0.073
H -2.72376 -5.99774 0.13718 -0.1621 0.0309 -0.4566 0.077
H -1.43397 -6.85858 1.80517 -0.1198 0.0552 0.0525 0.107
H -0.87405 -5.18695 1.55939 1.0238 -0.3498 0.7841 0.109
H 0.21357 -7.52755 0.29889 0.0947 -0.1176 -0.0408 0.068
C -1.01778 -0.42633 -6.02865 2.3419 1.5384 -1.8517 -0.125
C -1.45337 -0.64024 -4.66641 0.0595 -1.2489 0.4343 -0.352
O -2.59947 -1.41835 -4.87737 -1.9027 -0.5690 1.8050 -0.080
H -0.29933 0.39191 -5.97962 0.4424 -0.0467 -0.8133 0.083
H -1.76774 -0.21208 -6.79008 -0.3913 0.4818 0.5571 0.090
H -0.55170 -1.33481 -6.41016 0.4489 0.0084 0.0328 0.083
H -1.52247 0.23283 -4.01751 -1.1466 0.1475 -0.3698 0.121
H -0.69746 -1.22957 -4.14737 0.2688 -0.2369 0.1795 0.107
H -2.36753 -2.04711 -5.56473 -0.1332 -0.0647 0.0623 0.076
C -7.08582 -1.94210 0.55566 -0.1851 -0.1980 -1.0006 -0.090
C -5.90593 -1.67898 -0.38627 -0.0051 -0.3791 0.2169 -0.317
O -6.30606 -1.76122 -1.76231 -0.6009 -0.1046 0.5813 -0.085
H -6.92366 -1.65558 1.59475 0.1959 0.3997 -0.2145 0.071
H -7.32863 -3.00410 0.59184 -0.0665 -0.0409 -0.2414 0.068
H -7.92497 -1.41375 0.10314 -0.2743 0.0491 0.4475 0.073
H -5.17463 -2.45974 -0.17713 0.4902 0.2423 -0.0446 0.100
H -5.51576 -0.68081 -0.18749 0.2913 -0.0119 0.0475 0.103
H -5.54302 -1.82257 -2.34162 0.1829 0.0486 0.1810 0.076
C 5.31680 0.62295 -5.02084 -0.3034 -1.1151 -0.0591 -0.077
C 4.28368 1.44801 -4.26370 1.6803 -0.8894 1.5984 -0.382
O 3.96923 2.57955 -4.92070 -1.5026 2.4720 -2.4020 -0.061
H 6.32009 1.04845 -5.04233 -0.1679 0.1975 0.2851 0.074
H 5.09533 0.34141 -6.05030 -0.5683 0.6835 -0.2183 0.070
H 5.36141 -0.37834 -4.59244 0.3227 0.0487 0.5656 0.065
H 4.74879 1.87909 -3.37716 0.5149 -1.1192 0.8931 0.108
H 3.37458 0.95617 -3.91770 0.0763 -0.8480 -0.3039 0.110
H 3.23041 2.94234 -4.42661 -0.0993 0.5994 -0.3644 0.088
C 3.93654 0.23897 5.49474 -0.6615 0.4988 1.4577 -0.092
C 4.64866 -0.67384 6.54567 -2.2886 2.0145 -1.3758 -0.329
O 5.16011 -1.69864 5.76361 1.2697 -1.1191 0.7200 -0.071
H 3.36172 -0.27758 4.72607 0.6672 -0.4661 -0.1198 0.071
H 4.67795 0.93104 5.09542 -0.2936 0.0493 -0.3639 0.068
H 3.13282 0.78272 5.99120 0.2243 0.6815 0.1694 0.061
H 3.90979 -0.97167 7.28963 0.1877 -0.8086 -0.1811 0.106
H 5.33706 -0.01652 7.07683 0.6568 -0.4170 0.0550 0.105
H 5.77853 -1.22882 5.19932 0.2204 -0.4325 -0.3741 0.083

=====

# 2
108
Properties=species:S:1:pos:R:3:forces:R:3:lowdin_charge:R:1 method="wB97M-V/def2-TZVPD" lumo_energy_ev=-0.179 relative_energy_kcal_mol=265.4 e_homo_ev=-9.11 max_force_ev_per_a=8.51 gap_ev=8.94 charge=0
C -16.47660 22.55470 -15.40982 -0.8908 0.2075 0.7732 -0.054
C -16.85114 23.45210 -14.19129 0.4819 -0.5298 -0.6319 -0.448
C -17.77511 22.70274 -13.16848 0.4451 0.1830 -0.5253 -0.049
O -15.61550 23.91759 -13.60883 -0.2378 -0.7450 0.2914 -0.074
H -15.89884 23.06967 -16.17735 0.4872 -0.0236 0.4732 0.075
H -17.36357 22.23327 -15.95579 -0.3596 0.0506 0.2446 0.070
H -16.03484 21.63946 -15.01578 0.4888 0.1178 -0.2732 0.075
H -17.24746 24.39011 -14.58005 -1.0691 -0.2449 0.0196 0.122
H -17.91322 23.23884 -12.22953 -0.1498 0.4114 -0.1738 0.069
H -17.40903 21.72780 -12.84663 0.6486 -0.0175 -0.3113 0.073
H -18.74256 22.45649 -13.60611 -0.1240 0.4409 -0.1008 0.069
H -15.89065 24.33641 -12.79000 0.2854 0.1608 0.2361 0.073
C -12.03237 28.97893 -15.68841 2.1541 -2.6409 -3.8148 -0.768
O -11.52405 28.03627 -16.32588 -0.6975 0.4373 1.4778 0.003
N -13.10235 29.01990 -14.98055 -5.0566 -1.1966 3.5440 0.160
N -11.61269 30.20234 -15.84464 2.7028 3.7862 -0.7741 0.142
H -13.75762 28.26304 -14.84674 0.5631 -0.1226 -0.2339 0.125
H -13.45135 29.91524 -14.66963 0.0279 -0.4393 -0.0432 0.109
H -12.04227 30.96820 -15.34562 0.5729 -0.0554 -0.3404 0.106
H -10.75078 30.32960 -16.35551 -0.2635 0.2106 0.1932 0.122
C -22.83902 20.87257 -6.88565 0.1708 -1.1511 -0.3410 -0.873
O -22.92500 20.53063 -5.76776 -0.0847 -0.9081 5.4498 0.079
N -21.73060 20.80298 -7.55918 2.8196 -0.0035 -2.1139 0.166
N -23.88785 21.20600 -7.56506 -3.5691 1.6949 -1.8659 0.162
H -20.94115 20.67144 -6.94309 0.3723 0.3209 -0.7553 0.122
H -21.78487 21.37421 -8.39036 1.3462 -0.0008 0.1478 0.109
H -23.94841 21.06620 -8.56351 -0.4653 0.2731 0.4167 0.114
H -24.65174 21.33679 -6.91741 -0.5761 -0.1874 -0.9518 0.123
C -16.33580 18.46576 -22.53586 -1.0760 -2.3303 0.2823 -0.877
O -17.35310 18.58426 -21.96336 -4.6851 1.1485 2.1256 0.076
N -15.34712 19.25987 -22.47312 3.5658 4.1165 0.4271 0.168
N -15.99889 17.38479 -23.17783 1.0259 -3.5003 -2.6098 0.158
H -15.53962 20.07371 -21.90680 1.0134 0.1993 -0.4256 0.135
H -14.57092 19.00019 -23.06486 0.2960 1.5068 0.6775 0.114
H -16.66900 16.66517 -23.40851 0.4598 0.1997 0.0368 0.125
H -15.03785 17.41393 -23.48712 -0.6138 -1.3271 -0.5075 0.100
C -21.93820 23.27116 -17.77796 0.7002 4.3040 1.5233 -0.766
O -21.63709 24.43995 -17.42727 -0.3086 -1.5509 0.0898 -0.034
N -22.21705 22.27729 -16.97367 -0.2735 -1.5590 2.7631 0.161
N -22.09179 22.95488 -19.01489 -0.2281 -0.9345 -4.8847 0.163
H -22.37992 21.34915 -17.33716 -0.0671 0.2579 0.6046 0.114
H -22.30722 22.53383 -16.00096 0.0892 -0.6175 -0.1488 0.120
H -21.95132 23.64240 -19.74130 0.0784 -0.2295 0.2779 0.127
H -22.33461 22.01104 -19.28004 0.0556 0.4039 -0.2115 0.115
C -23.24798 27.04190 -8.44916 0.8981 -2.4481 -3.4282 -0.787
O -22.54163 26.34664 -9.16246 1.5203 -0.1968 -0.1026 0.010
N -23.50102 28.30069 -8.68641 -0.5895 3.8979 0.0477 0.161
N -24.06658 26.49340 -7.59266 -1.6851 -0.6897 2.6021 0.157
H -24.37510 28.63440 -8.30599 0.3605 0.4789 -0.3607 0.106
H -23.08398 28.81225 -9.45092 -0.0715 -0.4000 0.1742 0.122
H -24.52540 27.17026 -6.99982 -0.1832 -1.0638 0.6220 0.107
H -23.91667 25.51487 -7.39240 -0.2226 0.4089 0.3960 0.122
C -9.89687 21.46751 -13.31641 2.4892 1.4716 0.0331 -0.838
O -10.37998 20.42766 -13.11931 -4.1487 -4.8199 0.4682 0.080
N -10.45142 22.64001 -13.49771 -2.6530 2.6060 -0.3261 0.171
N -8.57772 21.51630 -13.35923 3.1661 0.8100 -0.2941 0.141
H -11.46108 22.66638 -13.49383 0.2374 0.3044 0.0951 0.119
H -9.92765 23.50335 -13.47788 -0.3329 -0.3190 -0.1956 0.111
H -8.14781 20.61066 -13.23636 0.3899 0.6101 0.3090 0.116
H -8.17074 22.41168 -13.12952 0.7929 -0.6727 -0.1292 0.100
C -18.12765 28.46387 -19.83573 5.3360 2.4872 -3.2585 -0.768
O -17.34482 28.98469 -20.66649 -0.4526 -1.2800 1.1144 -0.009
N -17.84104 27.57642 -18.91103 1.1897 -3.6120 2.6487 0.151
N -19.30066 28.92380 -19.69237 -6.1015 1.7598 0.5736 0.158
H -18.55750 26.91179 -18.65598 0.0377 0.2015 0.1163 0.106
H -16.92271 27.27440 -18.61855 0.0006 0.3408 -0.8638 0.117
H -19.82289 28.61070 -18.88655 -0.2008 0.4802 -0.2985 0.116
H -19.61891 29.73036 -20.21032 0.1613 -0.4113 -0.0131 0.130
C -18.97558 23.72856 -3.76167 -3.8024 2.9527 -1.3661 -0.844
O -19.69471 24.68442 -4.00116 -0.4247 1.6462 0.5074 0.021
N -18.25894 23.21176 -4.66560 3.8838 -2.3114 -3.5341 0.174
N -19.07224 23.01213 -2.69540 -0.7271 -1.7807 4.9537 0.161
H -17.69453 22.45457 -4.30756 0.5351 0.1244 -1.3813 0.117
H -18.25694 23.64741 -5.57680 0.5378 -0.3858 0.1979 0.135
H -19.85670 23.33941 -2.14987 0.1907 -0.4948 0.3787 0.123
H -18.88529 22.02016 -2.72948 -0.2066 0.2829 0.2089 0.113
C -22.91498 29.30632 -14.26545 -4.6493 3.5352 1.2109 -0.869
O -23.10742 30.17758 -13.46205 0.3759 2.3249 2.3788 0.035
N -21.93745 28.55540 -14.31814 6.7069 -5.2180 -0.4642 0.198
N -23.86281 29.09450 -15.14842 -3.4941 -0.6723 -3.0561 0.152
H -21.26209 28.56381 -13.56719 -0.1127 -0.0969 -0.3176 0.139
H -22.02894 27.75700 -14.92993 0.7203 -0.0579 0.3391 0.126
H -23.96980 28.25458 -15.69905 0.2477 0.1020 0.1369 0.104
H -24.73549 29.53616 -14.89651 0.2197 0.0112 -0.2105 0.115
C -20.55369 17.20413 -11.90189 1.1334 -2.9459 -1.6952 -0.799
O -20.29199 16.76038 -13.00205 0.7214 -0.3544 -0.7113 0.035
N -20.11646 16.72800 -10.74559 1.5764 -0.9013 1.6225 0.156
N -21.46357 18.08659 -11.70958 -3.5474 4.4497 0.2051 0.154
H -19.64182 15.83669 -10.76559 -0.0114 0.3997 0.4874 0.121
H -20.45903 17.21230 -9.92815 0.4957 -1.0055 0.2311 0.102
H -21.48432 18.55569 -10.81536 -0.4354 0.2351 -0.4544 0.104
H -21.82831 18.54194 -12.53403 0.0751 0.1387 0.3522 0.124
C -16.56577 27.53291 -8.61632 2.1782 -0.0669 0.0669 -0.779
O -16.57039 26.32330 -8.54963 0.3298 -0.7984 -0.3830 0.037
N -15.50815 28.31746 -8.94988 1.8173 -1.5048 -1.0017 0.134
N -17.52905 28.30314 -8.25433 -4.2022 1.4535 1.2516 0.159
H -15.50807 29.32717 -8.92603 0.3766 -0.6013 -0.0726 0.100
H -14.74887 27.70154 -9.20332 0.5846 1.0581 -0.1730 0.106
H -17.47860 29.28563 -8.48298 -0.7540 -0.4018 0.3583 0.113
H -18.34652 27.79296 -7.95172 -0.3505 0.8068 -0.0526 0.129
C -13.88217 15.89667 -15.06258 -0.5041 -4.9225 -1.4186 -0.861
O -13.93708 14.73200 -15.38213 1.3212 -2.0217 -1.1973 0.039
N -13.11374 16.83561 -15.46406 4.4945 3.1482 -2.6195 0.170
N -14.74869 16.36244 -14.27691 -4.8184 3.5003 4.6834 0.160
H -12.35867 16.60435 -16.09372 -0.0590 0.3310 0.2959 0.129
H -13.11307 17.68760 -14.92163 0.7372 -0.1404 -0.4963 0.118
H -14.78040 17.36140 -14.42232 -1.4080 -0.1234 1.0636 0.110
H -15.54002 15.82582 -13.95141 0.2550 0.2460 -0.2925 0.134

=====

What is the charge in the second record?
0